1.
A cluster of 10 separate species, C52H128N4O22 in total at a distorted geometry, computed with ωB97M-V/def2-TZVPD.

Properties
- multiplicity = 1
- structure (SMILES) = COC[C@H](C)N.COC[C@H](C)N.COC[C@H](C)N.COC[C@H](C)N.COCCOCCOC.COCCOCCOC.COCCOCCOC.COCCOCCOC.COCCOCCOC.COCCOCCOC
- energy above the lowest of the compared OMol25 structures with the same formula, charge and spin (kJ/mol) = 0.0
- frontier orbital gap (eV) = 9.03

Cartesian coordinates (Å):
C 8.429 5.870 -1.742
O 7.935 4.779 -0.997
C 7.391 3.766 -1.802
C 7.028 2.576 -0.965
C 6.159 2.870 0.247
N 8.146 1.753 -0.505
H 9.050 6.466 -1.076
H 7.590 6.503 -2.059
H 9.018 5.530 -2.598
H 6.475 4.159 -2.277
H 8.092 3.495 -2.606
H 6.377 1.965 -1.605
H 5.776 1.918 0.620
H 5.364 3.561 -0.025
H 6.691 3.292 1.104
H 8.938 1.706 -1.147
H 8.625 2.205 0.276
C 1.199 -2.202 -4.448
O 0.188 -1.660 -5.194
C -0.153 -0.352 -4.749
C -1.272 0.189 -5.614
C -1.583 1.627 -5.227
N -2.492 -0.637 -5.448
H 1.398 -3.217 -4.790
H 0.947 -2.248 -3.377
H 2.161 -1.669 -4.500
H -0.414 -0.430 -3.678
H 0.768 0.260 -4.755
H -0.993 0.125 -6.665
H -0.629 2.168 -5.222
H -2.091 1.778 -4.278
H -2.153 2.088 -6.036
H -2.798 -0.550 -4.471
H -2.211 -1.621 -5.382
C -7.922 -4.267 0.169
O -7.834 -2.882 -0.109
C -7.033 -2.192 0.845
C -6.640 -0.836 0.297
C -7.889 0.009 0.098
N -5.937 -1.048 -1.003
H -8.677 -4.683 -0.500
H -8.307 -4.432 1.184
H -6.973 -4.786 0.015
H -7.639 -2.100 1.760
H -6.162 -2.806 1.119
H -6.014 -0.411 1.089
H -7.595 0.926 -0.430
H -8.345 0.355 1.027
H -8.619 -0.507 -0.522
H -6.309 -0.321 -1.602
H -6.254 -1.950 -1.340
C -5.591 2.667 1.402
O -4.980 3.783 2.004
C -3.677 3.481 2.461
C -2.826 4.713 2.504
C -2.962 5.621 1.322
N -1.411 4.320 2.697
H -5.667 1.842 2.126
H -5.000 2.298 0.556
H -6.582 2.972 1.075
H -3.790 3.077 3.484
H -3.181 2.664 1.923
H -2.957 5.269 3.436
H -2.953 5.098 0.358
H -2.225 6.420 1.256
H -3.956 6.076 1.358
H -1.295 3.576 3.367
H -0.877 4.175 1.855
C 12.640 -3.118 -1.685
O 11.454 -2.436 -1.467
C 11.077 -2.451 -0.111
C 9.906 -1.538 0.034
O 9.344 -1.891 1.305
C 8.162 -1.189 1.634
C 7.516 -1.906 2.797
O 6.128 -1.750 2.929
C 5.786 -0.452 3.269
H 12.440 -4.203 -1.700
H 13.333 -2.921 -0.863
H 13.068 -2.889 -2.656
H 11.912 -2.205 0.558
H 10.793 -3.483 0.134
H 9.180 -1.820 -0.740
H 10.137 -0.472 0.005
H 7.573 -1.127 0.713
H 8.400 -0.149 1.904
H 8.045 -1.678 3.735
H 7.681 -2.979 2.662
H 6.142 0.344 2.602
H 6.173 -0.215 4.276
H 4.705 -0.340 3.349
C 2.899 -0.847 -1.750
O 3.716 -0.506 -0.638
C 5.085 -0.721 -0.783
C 5.429 -2.208 -0.930
O 5.196 -2.705 -2.236
C 6.192 -2.411 -3.171
C 5.862 -3.147 -4.443
O 5.744 -4.530 -4.286
C 6.935 -5.177 -3.914
H 1.890 -0.533 -1.499
H 2.893 -1.930 -1.905
H 3.269 -0.417 -2.689
H 5.561 -0.326 0.114
H 5.536 -0.228 -1.659
H 4.780 -2.777 -0.261
H 6.466 -2.410 -0.624
H 7.161 -2.772 -2.797
H 6.252 -1.332 -3.364
H 6.556 -2.892 -5.253
H 4.876 -2.801 -4.761
H 7.304 -4.915 -2.912
H 7.772 -4.973 -4.598
H 6.718 -6.244 -3.889
C -2.728 4.269 -3.298
O -3.475 5.279 -3.920
C -4.485 4.848 -4.817
C -3.974 3.784 -5.788
O -4.826 3.701 -6.908
C -4.213 3.059 -7.980
C -5.186 2.953 -9.114
O -6.289 2.121 -8.842
C -5.974 0.751 -8.827
H -2.153 4.738 -2.500
H -2.033 3.765 -3.982
H -3.352 3.497 -2.818
H -4.912 5.715 -5.307
H -5.238 4.337 -4.194
H -3.972 2.814 -5.265
H -2.937 3.968 -6.108
H -3.865 2.063 -7.662
H -3.330 3.635 -8.292
H -4.685 2.610 -10.027
H -5.632 3.941 -9.244
H -6.908 0.195 -8.828
H -5.413 0.456 -7.930
H -5.365 0.482 -9.701
C -1.772 -0.079 1.781
O -3.148 0.072 2.028
C -3.794 -0.816 2.927
C -3.692 -2.263 2.509
O -4.635 -3.016 3.247
C -4.479 -4.409 3.068
C -5.577 -5.120 3.800
O -6.832 -4.899 3.186
C -7.734 -4.119 3.897
H -1.150 0.548 2.442
H -1.524 0.302 0.791
H -1.429 -1.100 1.962
H -4.815 -0.437 2.977
H -3.361 -0.705 3.933
H -2.673 -2.632 2.719
H -3.832 -2.416 1.426
H -3.501 -4.697 3.480
H -4.569 -4.641 1.999
H -5.505 -4.957 4.884
H -5.363 -6.198 3.734
H -7.242 -3.235 4.355
H -8.233 -4.618 4.736
H -8.478 -3.634 3.264
C -2.797 0.707 -1.635
O -2.045 1.755 -1.036
C -0.781 1.938 -1.621
C 0.033 2.929 -0.824
O 1.387 2.674 -1.077
C 2.257 2.861 0.014
C 2.225 1.677 0.950
O 1.450 1.957 2.112
C 1.469 0.909 3.034
H -3.427 0.364 -0.818
H -2.169 -0.109 -2.009
H -3.371 1.093 -2.485
H -0.801 2.020 -2.713
H -0.181 1.024 -1.426
H -0.284 2.886 0.227
H -0.215 3.987 -1.045
H 2.016 3.808 0.506
H 3.251 2.948 -0.418
H 3.199 1.253 1.230
H 1.743 0.839 0.421
H 2.467 0.715 3.455
H 1.178 -0.040 2.557
H 0.777 1.150 3.834
C -4.034 -3.412 10.174
O -5.151 -2.736 9.644
C -4.999 -1.340 9.450
C -4.359 -0.931 8.125
O -3.045 -1.415 7.939
C -2.966 -2.531 7.050
C -1.517 -2.757 6.737
O -1.058 -1.945 5.663
C -1.066 -0.551 5.916
H -3.776 -3.086 11.186
H -3.127 -3.312 9.565
H -4.298 -4.469 10.131
H -4.416 -0.912 10.275
H -6.014 -0.939 9.471
H -4.263 0.161 8.226
H -4.996 -1.171 7.269
H -3.497 -2.231 6.129
H -3.565 -3.359 7.442
H -1.392 -3.756 6.315
H -0.930 -2.577 7.643
H -0.849 -0.287 6.953
H -2.041 -0.119 5.664
H -0.306 -0.095 5.282

2.
A structure of composition C52H133F6N11O15Sr at a distorted geometry, computed with ωB97M-V/def2-TZVPD.

Properties
- multiplicity = 1
- frontier orbital gap (eV) = 8.62

Cartesian coordinates (Å):
Sr -1.727 1.107 3.114
C -3.657 4.225 2.311
O -4.160 4.356 3.658
O -2.608 3.385 2.339
C -4.859 4.021 1.380
F -5.486 2.821 1.519
F -5.786 4.976 1.606
F -4.515 4.135 0.083
C -4.110 5.667 4.185
C -4.345 5.563 5.695
H -3.451 5.165 6.178
H -4.585 6.509 6.182
H -5.206 4.922 5.896
H -4.908 6.277 3.755
H -3.122 6.108 4.034
H -3.248 5.181 1.937
C -0.193 -0.075 0.540
O -1.390 0.705 0.417
O -0.032 -0.331 1.848
C -0.188 -1.181 -0.520
F -1.252 -2.008 -0.345
F -0.194 -0.747 -1.786
F 0.911 -1.967 -0.375
C -1.352 1.876 -0.413
C -2.691 2.010 -1.108
H -2.856 1.088 -1.672
H -3.517 2.135 -0.413
H -2.635 2.833 -1.823
H -0.517 1.966 -1.117
H -1.112 2.704 0.267
H 0.606 0.624 0.219
C 0.059 3.322 -4.668
C 0.319 1.845 -4.305
C -0.890 0.938 -4.580
O -0.566 -0.417 -4.774
C -1.722 -1.208 -4.705
N 1.443 1.440 -5.163
H -0.431 3.478 -5.625
H 0.959 3.909 -4.512
H -0.595 3.634 -3.839
H 0.557 1.787 -3.244
H -1.366 1.367 -5.475
H -1.623 1.083 -3.775
H -1.436 -2.257 -4.773
H -2.379 -1.026 -5.568
H -2.334 -1.049 -3.812
H 1.199 1.449 -6.153
H 1.625 0.435 -5.102
C -5.227 1.122 6.339
C -4.228 0.700 5.243
C -4.926 0.518 3.931
O -4.004 0.108 2.905
C -4.680 -0.091 1.684
N -3.159 1.704 5.133
H -4.792 1.390 7.305
H -5.764 0.244 6.726
H -5.963 1.840 5.980
H -3.734 -0.200 5.621
H -5.407 1.469 3.670
H -5.693 -0.261 3.953
H -5.251 -1.026 1.656
H -4.014 -0.180 0.822
H -5.340 0.739 1.430
H -2.764 1.918 6.041
H -3.635 2.550 4.798
C 2.008 4.759 2.727
C 1.107 3.982 3.701
C 0.055 4.919 4.339
O 0.710 5.837 5.217
C 0.068 7.105 5.228
N 0.459 2.885 3.002
H 1.593 5.421 1.965
H 2.709 4.003 2.365
H 2.646 5.471 3.267
H 1.734 3.661 4.533
H -0.528 4.306 5.040
H -0.581 5.366 3.574
H -0.388 7.545 4.342
H 0.776 7.821 5.655
H -0.675 7.009 6.036
H 1.076 2.174 2.613
H 0.050 3.312 2.170
C 2.817 1.466 -1.704
C 3.922 2.225 -1.031
C 3.772 3.735 -1.230
O 3.971 4.043 -2.584
C 3.772 5.406 -2.885
N 3.815 1.943 0.435
H 2.758 0.374 -1.703
H 2.877 1.605 -2.791
H 1.860 1.749 -1.260
H 4.943 1.977 -1.341
H 4.599 4.176 -0.651
H 2.825 4.056 -0.783
H 2.928 5.588 -3.555
H 4.680 5.906 -3.221
H 3.455 5.949 -1.984
H 3.959 0.926 0.559
H 4.672 2.366 0.796
C -0.400 5.910 -0.977
C -1.283 6.762 -1.859
C -2.728 6.327 -2.102
O -3.220 7.008 -3.236
C -4.026 6.143 -4.015
N -1.248 8.180 -1.410
H -0.589 4.851 -1.162
H -0.614 6.038 0.093
H 0.624 6.283 -0.968
H -0.838 6.764 -2.863
H -3.353 6.397 -1.206
H -2.659 5.244 -2.270
H -3.399 5.394 -4.503
H -4.480 6.713 -4.831
H -4.907 5.725 -3.523
H -0.485 8.672 -1.872
H -2.026 8.665 -1.859
C 6.792 -6.974 1.017
C 5.766 -6.028 1.591
C 4.742 -5.668 0.526
O 3.965 -4.524 0.923
C 2.790 -4.401 0.158
N 5.055 -6.719 2.677
H 7.485 -6.534 0.296
H 6.369 -7.873 0.567
H 7.476 -7.351 1.785
H 6.229 -5.101 1.946
H 4.092 -6.524 0.325
H 5.180 -5.319 -0.419
H 3.042 -3.869 -0.767
H 1.981 -3.941 0.723
H 2.350 -5.347 -0.180
H 4.408 -6.071 3.121
H 5.727 -6.892 3.422
C 2.586 -1.502 4.425
C 3.371 -0.738 3.396
C 3.764 -1.573 2.153
O 4.295 -0.707 1.147
C 4.733 -1.410 -0.001
N 2.636 0.466 2.991
H 2.406 -0.873 5.300
H 3.068 -2.418 4.779
H 1.580 -1.813 4.121
H 4.250 -0.338 3.913
H 2.916 -2.159 1.797
H 4.562 -2.254 2.469
H 5.641 -1.988 0.198
H 4.928 -0.676 -0.782
H 3.983 -2.124 -0.342
H 1.835 0.108 2.455
H 3.195 0.976 2.321
C 5.694 -2.439 -7.230
C 4.379 -1.794 -6.815
C 4.086 -2.053 -5.339
O 2.895 -1.438 -4.876
C 2.632 -1.626 -3.498
N 4.486 -0.355 -7.107
H 5.738 -2.228 -8.304
H 5.689 -3.532 -7.242
H 6.617 -2.083 -6.775
H 3.608 -2.322 -7.380
H 4.901 -1.757 -4.663
H 3.946 -3.130 -5.159
H 3.338 -1.123 -2.835
H 2.676 -2.708 -3.319
H 1.623 -1.243 -3.372
H 3.773 0.121 -6.555
H 5.350 -0.080 -6.642
C -2.581 -3.217 2.711
C -2.242 -2.703 4.114
C -1.397 -3.751 4.825
O -1.009 -3.248 6.099
C -0.039 -4.067 6.719
N -1.454 -1.471 3.951
H -3.141 -2.501 2.108
H -3.160 -4.143 2.711
H -1.670 -3.407 2.138
H -3.124 -2.445 4.703
H -0.517 -3.917 4.189
H -1.863 -4.730 4.977
H 0.174 -3.634 7.696
H 0.890 -4.080 6.145
H -0.412 -5.075 6.922
H -0.653 -1.578 3.321
H -0.996 -1.399 4.866
C -0.084 -4.668 -2.268
C 0.139 -6.022 -2.954
C 1.593 -6.418 -2.958
O 2.185 -5.904 -4.152
C 3.541 -6.212 -4.250
N -0.640 -7.049 -2.189
H 0.558 -3.980 -2.832
H 0.325 -4.679 -1.253
H -1.107 -4.309 -2.181
H -0.283 -6.014 -3.959
H 1.700 -7.506 -2.964
H 2.093 -5.937 -2.113
H 4.151 -5.992 -3.367
H 3.964 -5.753 -5.145
H 3.675 -7.286 -4.465
H -0.509 -6.822 -1.208
H -1.613 -6.866 -2.403
C -4.856 -4.848 -2.850
C -4.258 -4.090 -1.646
C -5.300 -3.201 -0.953
O -5.948 -2.342 -1.885
C -5.101 -1.436 -2.563
N -3.888 -5.172 -0.669
H -4.951 -4.305 -3.791
H -5.807 -5.283 -2.549
H -4.150 -5.642 -3.107
H -3.349 -3.510 -1.800
H -4.903 -2.498 -0.210
H -6.068 -3.834 -0.505
H -4.193 -1.873 -2.979
H -4.861 -0.656 -1.828
H -5.669 -0.978 -3.370
H -4.244 -6.073 -0.967
H -4.442 -4.995 0.166

Number 1: E_HOMO -8.58 eV, E_LUMO 0.0167 Eh. Number 2: E_HOMO -8.47 eV, E_LUMO 0.0057 Eh.